No. 1
{"formula": "C3H5IO", "method": "ωB97M-V/def2-TZVPD", "elements": ["C", "C", "C", "O", "I", "H", "H", "H", "H", "H"], "coordinates": [[-1.333, 0.304, 1.055], [-0.748, 0.205, -0.153], [0.467, -0.490, -0.567], [0.905, -0.218, -1.813], [2.601, 0.493, 1.169], [-2.146, 0.962, 1.189], [-1.053, -0.295, 1.819], [-1.142, 0.969, -0.903], [0.652, -1.325, -0.017], [1.798, -0.605, -1.778]], "de_lowest_kcal_mol": 33.5, "max_force_ha_per_bohr": 0.075, "orbital_gap_ev": [6.745, 6.746], "charge": 0, "e_tot_ev": -13337.9189}

=====

No. 2
{"formula": "C47H42Cl2NO3PtS", "method": "ωB97M-V/def2-TZVPD", "elements": ["Pt", "Cl", "C", "C", "C", "Cl", "C", "C", "C", "C", "N", "C", "C", "O", "H", "H", "H", "H", "C", "C", "C", "C", "C", "C", "C", "C", "C", "C", "C", "C", "O", "H", "H", "H", "H", "H", "H", "H", "H", "H", "H", "H", "H", "H", "H", "H", "H", "H", "C", "C", "C", "C", "C", "C", "C", "C", "C", "C", "C", "C", "C", "C", "H", "H", "H", "H", "H", "H", "H", "H", "H", "H", "H", "O", "S", "C", "C", "C", "C", "C", "C", "C", "C", "C", "C", "C", "C", "H", "H", "H", "H", "H", "H", "H", "H", "H", "H"], "coordinates": [[-0.127, -0.334, 0.346], [-4.003, -3.713, 1.048], [-2.969, -3.021, 2.246], [-3.056, -3.465, 3.555], [-2.206, -2.953, 4.508], [-2.298, -3.574, 6.127], [-1.251, -1.972, 4.195], [-0.343, -1.405, 5.115], [0.557, -0.462, 4.680], [0.523, -0.044, 3.352], [-0.331, -0.540, 2.476], [-1.191, -1.512, 2.856], [-2.041, -2.053, 1.826], [-1.918, -1.699, 0.607], [-3.773, -4.231, 3.810], [-0.363, -1.726, 6.147], [1.272, -0.018, 5.357], [1.204, 0.712, 2.984], [0.971, -3.727, 0.682], [2.439, -3.683, 0.256], [3.344, -3.388, 1.457], [2.715, -2.669, -0.830], [3.157, -3.098, -2.066], [3.550, -2.199, -3.045], [3.607, -0.852, -2.732], [3.170, -0.370, -1.516], [3.495, 1.053, -1.130], [4.485, 0.980, 0.037], [2.291, 1.920, -0.767], [2.601, -1.270, -0.561], [2.065, -0.843, 0.538], [0.853, -4.331, 1.581], [0.357, -4.163, -0.104], [0.613, -2.718, 0.889], [2.709, -4.674, -0.137], [3.085, -2.421, 1.879], [4.387, -3.359, 1.142], [3.228, -4.155, 2.223], [3.209, -4.160, -2.268], [3.864, -2.552, -4.018], [4.024, -0.154, -3.449], [4.002, 1.523, -1.984], [4.002, 0.507, 0.886], [4.832, 1.971, 0.321], [5.347, 0.376, -0.240], [1.596, 1.363, -0.123], [1.757, 2.229, -1.661], [2.623, 2.805, -0.229], [-0.784, -3.548, -5.908], [-0.222, -4.222, -4.835], [-0.052, -3.580, -3.626], [-0.428, -2.242, -3.453], [-1.018, -1.586, -4.534], [-1.182, -2.230, -5.745], [-0.211, -1.654, -2.142], [-0.247, -0.383, -1.706], [-0.360, 0.814, -2.510], [0.484, 1.040, -3.608], [0.414, 2.224, -4.310], [-0.467, 3.227, -3.928], [-1.300, 3.021, -2.837], [-1.250, 1.832, -2.142], [-0.918, -4.047, -6.858], [0.072, -5.258, -4.938], [0.378, -4.115, -2.790], [-1.366, -0.571, -4.410], [-1.635, -1.703, -6.574], [-0.004, -2.414, -1.394], [1.177, 0.267, -3.904], [1.053, 2.368, -5.171], [-0.512, 4.155, -4.478], [-1.999, 3.794, -2.540], [-1.902, 1.651, -1.296], [-3.044, 0.801, 2.871], [-2.485, 1.426, 1.671], [-3.542, 2.930, 1.442], [-4.087, 3.210, 0.203], [-4.902, 4.322, 0.041], [-5.167, 5.149, 1.119], [-4.625, 4.862, 2.361], [-3.823, 3.746, 2.524], [-1.113, 2.462, 2.263], [-0.286, 3.118, 1.368], [0.771, 3.868, 1.860], [0.994, 3.951, 3.226], [0.152, 3.304, 4.113], [-0.906, 2.555, 3.628], [-3.881, 2.560, -0.633], [-5.334, 4.543, -0.923], [-5.803, 6.013, 1.001], [-4.825, 5.512, 3.200], [-3.403, 3.506, 3.488], [-0.470, 3.057, 0.304], [1.423, 4.396, 1.177], [1.828, 4.527, 3.602], [0.319, 3.389, 5.177], [-1.571, 2.021, 4.289]], "de_lowest_kcal_mol": 42.6, "max_force_ha_per_bohr": 0.041, "orbital_gap_ev": 6.464, "charge": -1, "e_tot_ev": -96181.3456}

=====

No. 3
{"formula": "O4S", "method": "ωB97M-V/def2-TZVPD", "elements": ["O", "O", "O", "O", "S"], "coordinates": [[0.712, -0.538, -0.074], [1.886, -0.057, -0.395], [-0.664, 1.349, 0.284], [-1.683, -0.854, 0.117], [-0.794, 0.085, -0.344]], "de_lowest_kcal_mol": 44.4, "max_force_ha_per_bohr": 0.096, "orbital_gap_ev": [8.549, 8.482], "charge": 0, "e_tot_ev": -19018.5166}